Record 1
DFT (ωB97M-V with the def2-TZVPD basis set) results for a molecular structure, C33H31AsBrIN5O7STi in a non-equilibrium geometry.

* HOMO-LUMO gap: 6.0082 eV
* LUMO: 1.67 eV
* E_HOMO: -4.34 eV
* charge: -1

Each line ends with the Löwdin charge.
Geometry (Å):
I -0.158 -6.258 1.392  -0.447
Br -7.026 1.355 2.935  0.698
As 1.009 -2.452 -1.954  1.095
Ti -0.306 -0.109 0.428  1.177
S 2.590 0.748 -0.907  0.333
O -1.445 -1.312 1.212  -0.245
O 3.514 -0.064 -0.133  -0.318
O 2.194 0.100 -2.159  -0.395
O 0.154 -1.504 -0.855  -0.526
O 1.257 0.800 -0.039  -0.442
O -1.220 1.313 1.421  -0.153
O 2.981 2.129 -1.070  -0.323
N -0.386 2.146 -2.359  0.152
N 1.163 1.217 2.802  0.119
N -1.889 -1.672 3.419  0.130
N -1.931 0.385 -0.977  0.045
N 1.197 -1.344 1.865  0.090
C -5.194 1.343 2.435  -0.690
C 3.512 1.124 3.321  -0.141
C -2.980 -3.011 1.698  0.034
C -2.486 1.314 1.738  -0.324
C 1.128 -2.655 1.692  -0.138
C -0.862 1.042 -4.477  -0.165
C -3.473 0.900 0.823  -0.129
C 0.669 2.881 -4.382  -0.036
C -0.988 1.165 -3.078  -0.162
C 0.015 1.947 -5.123  -0.019
C 3.486 2.493 3.626  -0.012
C 2.299 -0.844 2.475  -0.144
C -1.813 0.239 -2.383  -0.204
C -4.830 0.933 1.182  -0.077
C -1.597 0.045 -5.162  -0.055
C 4.614 -1.022 3.264  -0.021
C -2.401 -0.816 -4.469  -0.092
C 0.954 -1.885 -3.780  -0.174
C 2.310 3.188 3.501  -0.045
C 2.147 -3.541 2.062  -0.087
C 4.677 0.304 3.488  -0.023
C -2.136 -2.048 2.083  -0.553
C -4.229 1.771 3.353  -0.111
C 1.161 2.494 3.097  -0.115
C 3.414 -1.638 2.772  -0.144
C 2.804 -2.827 -1.425  -0.158
C 0.420 2.953 -2.989  -0.112
C -3.119 0.601 -0.536  -0.030
C -2.901 1.774 3.004  0.012
C 2.319 0.548 2.864  -0.160
C -2.499 -0.730 -3.064  -0.023
C 3.312 -3.021 2.556  0.003
C 0.063 -4.109 -1.963  -0.207
H -2.956 -1.586 -4.990  0.105
H 4.153 -3.662 2.796  0.119
H -0.979 -3.903 -2.210  0.041
H 5.594 0.769 3.829  0.110
H 0.494 -4.773 -2.713  0.044
H 0.931 3.693 -2.385  0.114
H 1.542 -2.615 -4.340  0.050
H -3.459 -3.646 2.429  0.049
H -1.981 -2.446 4.060  0.089
H -3.940 0.617 -1.258  0.147
H 0.092 -4.595 -0.982  -0.076
H -0.076 -1.915 -4.121  0.020
H 4.394 2.984 3.954  0.113
H 1.369 3.571 -4.834  0.103
H 0.207 3.003 2.998  0.104
H 3.434 -1.968 -1.633  0.028
H -3.039 -3.284 0.656  0.048
H -5.579 0.621 0.465  0.111
H 2.257 4.247 3.714  0.099
H 1.977 -4.599 1.901  -0.031
H 5.479 -1.654 3.429  0.112
H 3.111 -3.720 -1.971  0.050
H -3.103 -1.440 -2.512  0.124
H 0.240 -3.054 1.218  0.071
H -2.139 2.090 3.705  0.116
H -4.534 2.097 4.338  0.100
H -1.503 -0.029 -6.240  0.112
H 2.815 -3.032 -0.357  0.027
H 1.379 -0.894 -3.869  0.022
H 0.157 1.873 -6.195  0.113
H -0.972 -1.248 3.513  0.078

---

Record 2
DFT (ωB97M-V with the def2-TZVPD basis set) results for a molecular structure, C33H31AsBrIN5O7STi.

* HOMO-LUMO gap: 5.8017 eV
* LUMO: 1.52 eV
* E_HOMO: -4.28 eV
* charge: -1

Each line ends with the Löwdin charge.
Geometry (Å):
I -1.014 6.342 2.396  -0.450
Br 1.655 2.227 6.413  0.692
As -0.204 -1.179 -3.061  1.096
Ti -0.831 1.021 -0.582  1.105
S -3.320 0.494 -2.414  0.329
O -2.565 0.287 -1.063  -0.451
O -0.812 2.437 -1.642  -0.192
O 0.584 1.430 0.549  -0.169
O -4.276 -0.590 -2.510  -0.335
O -3.879 1.829 -2.413  -0.314
O 0.061 -0.306 -1.635  -0.511
O -2.244 0.364 -3.440  -0.460
N 2.212 -0.879 0.769  0.138
N 4.136 -0.908 -1.190  0.137
N -1.263 3.214 -3.733  0.120
N -1.247 -0.562 1.022  0.075
N -2.126 1.970 0.969  0.061
C -0.710 4.754 -1.922  0.052
C -3.385 3.771 1.898  -0.080
C -2.051 -0.163 2.029  -0.117
C -3.716 0.767 4.085  -0.009
C -2.521 1.191 2.003  -0.130
C 3.722 -4.553 -0.631  -0.056
C -0.824 -1.804 0.996  -0.104
C 2.829 -4.524 0.398  -0.082
C -2.438 -1.018 3.070  -0.132
C 2.764 -2.093 0.376  -0.221
C -0.943 3.536 -2.417  -0.520
C 0.090 -0.160 -4.654  -0.174
C 1.356 1.991 4.550  -0.687
C 1.593 0.633 2.567  -0.125
C -3.353 1.655 3.019  -0.127
C 1.804 0.845 3.936  -0.100
C -3.282 -0.512 4.112  -0.022
C 5.506 -2.095 -2.764  -0.062
C -3.791 2.993 2.941  0.012
C 5.103 -3.299 -2.266  -0.028
C 1.322 -2.361 -3.020  -0.196
C 0.709 2.980 3.818  -0.105
C 4.184 -3.337 -1.194  -0.177
C 0.485 2.780 2.470  -0.017
C -1.176 -2.740 1.978  -0.038
C 2.195 -0.568 2.000  -0.076
C 4.989 -0.918 -2.179  -0.142
C 2.348 -3.295 0.901  -0.035
C 0.883 1.601 1.829  -0.294
C -1.975 -2.343 3.018  0.003
C -2.542 3.218 0.916  -0.080
C -1.658 -2.424 -2.960  -0.165
C 3.719 -2.100 -0.693  -0.187
H 4.085 -5.492 -1.032  0.107
H 5.304 0.052 -2.552  0.107
H 2.342 0.098 4.507  0.100
H 1.618 -3.288 1.701  0.093
H -0.569 -0.537 -5.433  0.052
H -1.367 -3.319 -3.510  0.042
H -3.562 -1.177 4.919  0.112
H 2.679 -1.223 2.741  0.130
H -4.420 3.396 3.726  0.122
H -0.153 0.879 -4.446  0.025
H 1.273 -2.999 -2.137  0.036
H 0.374 3.909 4.263  0.073
H -2.262 -3.039 3.797  0.118
H -1.927 2.443 -3.770  0.052
H -1.606 4.019 -4.236  0.092
H -1.771 -2.665 -1.902  0.048
H -0.382 4.900 -0.904  0.037
H -0.004 3.569 1.911  0.031
H 2.226 -1.754 -2.972  0.029
H 5.473 -4.230 -2.679  0.113
H -0.169 -2.065 0.174  0.098
H 6.205 -2.028 -3.586  0.098
H -2.585 -1.992 -3.323  0.021
H 2.472 -5.448 0.835  0.101
H 1.339 -2.983 -3.917  0.045
H -0.851 5.623 -2.549  0.054
H -0.814 -3.756 1.899  0.103
H 1.135 -0.282 -4.939  0.040
H -4.350 1.150 4.875  0.116
H -2.199 3.821 0.085  0.102
H -3.639 4.817 1.813  0.056

---

Record 3
DFT (ωB97M-V with the def2-TZVPD basis set) results for a molecular structure, C33H31BLaN12O5 in a non-equilibrium geometry.

* HOMO-LUMO gap (spin up / spin down): 6.9224 / 6.7741 eV
* LUMO (spin up / spin down): -0.32 / -0.43 eV
* spin multiplicity: 2
* E_HOMO (spin up / spin down): -7.24 / -7.20 eV
* charge: 0

Each line ends with the Löwdin spin population.
Geometry (Å):
La 0.254 -0.366 1.304  0.012
O -2.505 -3.911 3.045  0.001
O -1.289 -2.667 1.638  0.014
O 0.021 -1.473 3.804  0.000
O 2.027 -4.145 2.875  0.000
O 1.465 -2.384 1.594  0.002
N 1.243 2.856 0.179  0.000
N 3.850 4.565 2.243  0.000
N 2.673 4.320 1.618  0.000
N 0.816 -1.274 -1.170  0.000
N -3.190 -1.948 -6.357  0.000
N -1.984 0.014 1.250  0.527
N 0.409 1.601 2.950  0.001
N 1.142 2.718 2.741  0.000
N -1.918 -2.449 -4.410  0.000
N 2.695 0.503 1.401  0.000
N 0.309 1.895 -0.008  0.005
N 3.136 1.788 1.463  0.000
C 4.480 1.814 1.440  0.000
C 1.447 -0.556 -2.101  0.000
C -0.086 -4.353 -3.065  0.000
C 0.469 -3.015 -2.773  0.000
C -5.138 0.104 -1.477  0.150
C 1.285 -2.158 3.946  0.000
C 0.899 3.609 3.723  0.000
C -2.621 -1.644 -5.195  0.000
C 3.781 -0.264 1.347  0.000
C -1.003 -4.654 -3.981  0.000
C -4.167 0.825 0.605  0.125
C 1.631 -3.005 2.704  0.000
C -0.298 1.806 4.053  0.000
C -3.005 0.018 0.399  0.039
C 3.912 5.873 2.402  0.000
C -4.037 -0.722 -1.706  -0.008
C -1.097 -2.300 4.022  0.000
C 0.370 -2.487 -1.496  0.000
C -0.253 2.130 -1.188  0.001
C -5.187 0.883 -0.320  -0.009
C 0.335 3.237 -1.805  0.000
C -1.758 -3.709 -4.827  0.000
C -2.325 -4.138 -6.022  0.000
C -3.033 -3.207 -6.759  0.000
C 1.998 5.482 1.415  0.000
C -1.606 -2.965 2.760  0.005
C -0.023 3.065 4.590  0.000
C 1.631 -1.015 -3.394  0.000
C 2.764 6.511 1.896  0.000
C 1.285 3.662 -0.899  0.001
C -2.991 -0.751 -0.809  0.122
C 1.120 -2.253 -3.736  0.000
C 4.939 0.516 1.364  0.000
B 2.078 2.916 1.505  0.000
H -5.949 0.140 -2.192  0.009
H 5.007 2.748 1.503  0.000
H -0.100 -3.056 -0.700  0.000
H -0.972 1.043 4.408  0.000
H 1.982 4.479 -0.956  0.000
H 0.100 3.671 -2.760  0.000
H -0.428 3.513 5.480  0.000
H -4.200 1.416 1.512  0.005
H 4.780 6.312 2.869  0.000
H -2.751 -0.625 -4.844  0.000
H -3.992 -1.333 -2.599  -0.004
H 5.961 0.184 1.336  0.000
H 1.225 -2.636 -4.744  0.000
H 0.316 -5.167 -2.469  0.000
H 1.813 0.417 -1.796  0.000
H -2.844 -4.255 2.204  0.000
H -1.045 1.485 -1.542  0.000
H -2.213 -5.159 -6.362  0.000
H -3.493 -3.477 -7.703  0.000
H -2.133 -1.384 -1.002  0.006
H -1.256 -5.699 -4.123  0.000
H 3.676 -1.337 1.290  0.000
H 2.532 7.562 1.885  0.000
H 1.268 -2.795 4.831  0.000
H 2.155 -0.404 -4.116  0.000
H -1.914 -1.676 4.394  0.000
H 1.016 5.489 0.972  0.000
H 1.403 4.559 3.754  0.000
H -0.885 -3.068 4.769  0.000
H 2.029 -1.370 4.069  0.000
H -6.040 1.526 -0.143  -0.004

---

Relative energy (zero: lowest compared OMol25 entry of this formula, charge and spin) per entry: 0.526 0.013 0.343 eV